1.
DFT (ωB97M-V/def2-TZVPD) results for C24H16ClMnN4O6S3 as an isolated structure.

CARTESIAN COORDINATES (ANGSTROEM)
Mn  -0.197  -1.127  -0.860
C  3.447  0.356  -3.222
C  2.244  -0.060  -2.526
N  1.289  -0.374  -1.986
H  3.567  1.433  -3.112
H  3.356  0.099  -4.276
H  4.306  -0.157  -2.793
Cl  2.454  -3.430  5.196
C  1.936  -3.618  3.547
C  2.411  -2.743  2.585
C  1.963  -2.876  1.279
C  1.065  -3.876  0.930
C  0.636  -4.770  1.906
C  1.055  -4.638  3.219
C  0.534  -4.030  -0.475
O  0.206  -5.117  -0.891
O  0.406  -2.915  -1.157
H  3.109  -1.964  2.860
H  2.327  -2.189  0.526
H  -0.041  -5.565  1.618
H  0.706  -5.315  3.987
O  -1.343  -1.551  0.652
C  -0.545  -0.953  1.461
O  0.357  -0.232  0.952
C  -0.634  -1.200  2.911
C  -1.494  -2.180  3.392
C  -1.511  -2.479  4.746
C  -0.668  -1.805  5.616
C  0.179  -0.837  5.104
C  0.218  -0.514  3.766
N  1.104  -0.146  6.025
O  1.035  -0.432  7.202
O  1.958  0.560  5.530
H  -2.131  -2.709  2.696
H  -2.170  -3.248  5.125
H  -0.648  -2.023  6.673
H  0.906  0.231  3.394
S  -1.690  4.906  -0.860
C  -1.799  3.450  -1.618
S  -1.879  1.921  -0.774
C  -1.822  1.071  -2.288
N  -1.787  1.834  -3.321
N  -1.818  3.157  -2.947
C  -1.763  4.115  -4.008
C  -2.605  5.216  -3.998
C  -2.542  6.121  -5.046
C  -1.654  5.923  -6.094
C  -0.827  4.809  -6.098
C  -0.877  3.901  -5.052
S  -1.842  -0.675  -2.397
H  -3.293  5.362  -3.179
H  -3.195  6.983  -5.043
H  -1.612  6.632  -6.910
H  -0.140  4.644  -6.917
H  -0.250  3.020  -5.048

Forces on atoms 1 to 3 (eV/Å):
Mn -0.4 -0.3 -0.1
C 0.0 0.0 0.0
C -0.1 0.1 0.0

## Properties
Multiplicity: 5
HOMO-LUMO gap (spin up / spin down), eV: 5.691 / 7.428
Net charge: 0
Relative energy (zero: lowest compared OMol25 entry of this formula, charge and spin), eV: 0.059
E_LUMO (spin up / spin down), eV: -2.499 / -0.793
Highest occupied orbital energy (spin up / spin down), hartree: -0.3010 / -0.3021
⟨S²⟩: 6.113



2.
DFT (ωB97M-V/def2-TZVPD) results for C24H17AlN6 as an isolated structure in a non-equilibrium geometry.

CARTESIAN COORDINATES (ANGSTROEM)
Al  0.054  1.590  -0.187
C  -0.089  2.163  4.165
C  0.155  2.479  2.850
N  0.097  1.488  1.920
C  -0.053  0.168  2.373
C  -0.186  -0.034  3.749
N  -0.197  0.912  4.683
C  -0.129  -0.884  1.326
C  -0.427  -2.262  1.466
C  -0.544  -3.074  0.335
C  -0.424  -2.512  -0.952
C  -0.157  -1.152  -1.051
N  -0.066  -0.353  0.073
C  -0.031  -0.367  -2.280
C  0.074  -0.884  -3.578
N  0.469  -0.157  -4.619
C  0.773  1.123  -4.432
C  0.737  1.714  -3.216
N  0.264  1.007  -2.119
C  -1.050  -4.437  0.427
C  -0.786  -5.159  1.561
C  -1.034  -6.546  1.554
N  -1.608  -7.151  0.564
C  -1.863  -6.465  -0.550
C  -1.645  -5.098  -0.703
H  -0.140  2.982  4.877
H  0.289  3.524  2.571
H  -0.168  -1.031  4.124
H  -0.611  -2.646  2.487
H  -0.447  -3.214  -1.800
H  -0.041  -1.930  -3.716
H  1.075  1.644  -5.338
H  0.798  2.781  -3.053
H  -0.563  -4.631  2.486
H  -0.872  -7.128  2.473
H  -2.194  -7.064  -1.410
H  -1.929  -4.535  -1.597
C  1.447  6.150  -0.494
C  2.127  5.217  -1.268
C  1.803  3.830  -1.187
C  0.703  3.379  -0.420
C  -0.031  4.371  0.194
C  0.405  5.715  0.272
H  1.717  7.204  -0.516
H  2.880  5.606  -2.021
H  2.423  3.098  -1.752
H  -0.850  4.172  0.883
H  -0.156  6.397  0.846

Forces on atoms 1 to 3 (eV/Å):
Al 1.6 -0.2 0.1
C 0.3 -0.5 2.1
C -0.6 -1.2 -1.2

## Properties
Multiplicity: 1
HOMO-LUMO gap, eV: 6.082
Net charge: +2
E_LUMO, eV: -8.612
Highest occupied orbital energy, hartree: -0.5400



3.
DFT (ωB97M-V/def2-TZVPD) results for C24H17BF4N5O4SeTl as an isolated structure.

CARTESIAN COORDINATES (ANGSTROEM)
Tl  0.308  -0.160  0.151
O  2.766  1.008  3.630
C  1.920  0.883  2.735
N  2.047  0.305  1.537
C  3.258  -0.244  1.079
C  4.420  -0.340  1.851
C  5.587  -0.887  1.335
C  5.617  -1.354  0.035
C  4.478  -1.275  -0.753
C  3.291  -0.730  -0.258
N  2.103  -0.710  -0.998
C  2.055  -0.885  -2.332
O  2.993  -0.917  -3.127
C  0.667  -1.101  -2.898
C  0.341  -0.540  -4.125
C  -0.915  -0.786  -4.644
C  -1.776  -1.624  -3.949
C  -1.362  -2.130  -2.730
N  -0.174  -1.858  -2.194
C  0.559  1.488  3.032
C  0.273  1.875  4.337
C  -0.965  2.425  4.606
C  -1.869  2.591  3.567
C  -1.492  2.191  2.298
N  -0.304  1.653  2.041
H  4.391  0.027  2.862
H  6.471  -0.937  1.962
H  6.524  -1.779  -0.380
H  4.493  -1.623  -1.772
H  1.046  0.115  -4.612
H  -1.223  -0.306  -5.564
H  -2.769  -1.849  -4.318
H  -2.024  -2.750  -2.134
H  1.026  1.722  5.095
H  -1.227  2.718  5.616
H  -2.851  3.015  3.732
H  -2.154  2.295  1.446
Se  -1.729  0.918  -0.991
C  -3.161  -0.061  -0.201
C  -4.431  0.521  -0.226
C  -5.514  -0.181  0.273
N  -5.438  -1.402  0.803
C  -4.220  -1.946  0.830
C  -3.073  -1.339  0.345
H  -4.570  1.515  -0.634
H  -6.502  0.270  0.250
H  -4.150  -2.937  1.268
H  -2.126  -1.861  0.403
O  -0.875  -1.163  2.996
C  -0.392  -2.111  2.395
O  0.027  -2.142  1.184
H  -0.312  -3.094  2.905
F  -0.853  3.923  -3.082
B  0.187  3.102  -3.551
F  0.580  2.208  -2.522
F  -0.263  2.361  -4.669
F  1.286  3.892  -3.934

Forces on atoms 1 to 3 (eV/Å):
Tl 0.0 0.1 0.2
O 0.0 0.0 0.0
C 0.0 0.0 0.0

## Properties
Multiplicity: 1
HOMO-LUMO gap, eV: 6.852
Net charge: -2
Relative energy (zero: lowest compared OMol25 entry of this formula, charge and spin), eV: 0.047
E_LUMO, eV: 4.387
Highest occupied orbital energy, hartree: -0.0906



4.
DFT (ωB97M-V/def2-TZVPD) results for C24H17BiN7O4S as an isolated structure in a non-equilibrium geometry.

CARTESIAN COORDINATES (ANGSTROEM)
Bi  -0.305  -0.294  -0.397
N  2.933  0.114  -1.629
C  2.894  0.883  -0.536
N  4.014  1.555  -0.202
C  3.890  2.332  0.867
N  5.015  3.048  1.240
N  2.823  2.481  1.632
C  1.744  1.775  1.227
N  1.735  1.059  0.094
C  0.563  1.802  2.024
C  0.476  2.629  3.165
C  -0.672  2.648  3.905
C  -1.760  1.842  3.501
C  -1.596  1.038  2.397
N  -0.482  0.996  1.683
H  3.860  -0.178  -1.892
H  2.160  -0.577  -1.777
H  5.673  3.197  0.493
H  4.816  3.844  1.823
H  1.343  3.218  3.423
H  -0.755  3.261  4.794
H  -2.688  1.844  4.055
H  -2.385  0.382  2.052
C  -1.806  -1.736  0.545
C  -3.138  -2.012  0.179
C  -3.795  -1.219  -0.792
C  -5.072  -1.514  -1.205
C  -5.760  -2.604  -0.679
C  -5.144  -3.383  0.294
C  -3.872  -3.097  0.723
H  -3.262  -0.373  -1.197
H  -5.556  -0.895  -1.952
H  -6.754  -2.848  -1.031
H  -5.678  -4.229  0.715
H  -3.394  -3.710  1.475
O  -1.259  -2.541  1.483
C  0.016  -2.418  1.757
N  0.825  -1.505  1.153
C  2.114  -1.664  1.600
O  3.102  -1.013  1.274
C  2.089  -2.772  2.565
C  3.098  -3.385  3.281
C  2.772  -4.444  4.111
C  1.447  -4.887  4.214
C  0.429  -4.297  3.499
C  0.743  -3.226  2.660
H  4.123  -3.050  3.178
H  3.544  -4.952  4.677
H  1.227  -5.722  4.869
H  -0.590  -4.657  3.576
O  0.815  -1.511  -2.105
O  1.079  -2.825  -1.959
S  -1.311  3.107  -0.791
C  -1.888  1.696  -0.356

Forces on atoms 1 to 3 (eV/Å):
Bi 0.1 -0.6 -1.7
N 0.0 -0.3 0.0
C 0.3 0.8 -0.2

## Properties
Multiplicity: 2
HOMO-LUMO gap (spin up / spin down), eV: 3.758 / 3.818
Net charge: -2
Relative energy (zero: lowest compared OMol25 entry of this formula, charge and spin), eV: 3.642
E_LUMO (spin up / spin down), eV: 4.321 / 4.325
Highest occupied orbital energy (spin up / spin down), hartree: 0.0207 / 0.0186
⟨S²⟩: 0.762



5.
DFT (ωB97M-V/def2-TZVPD) results for C24H17CdF6N12O5PS2 as an isolated structure.

CARTESIAN COORDINATES (ANGSTROEM)
Cd  0.343  0.293  -0.014
O  -0.879  -3.147  -0.778
N  -1.232  -2.002  -1.438
C  -2.444  -2.038  -1.814
C  -3.046  -1.022  -2.691
C  -4.223  -1.415  -3.336
C  -4.854  -0.607  -4.263
C  -4.304  0.630  -4.565
C  -3.156  1.045  -3.910
C  -2.518  0.248  -2.964
P  -1.095  0.977  -2.063
C  -0.274  2.404  -2.898
C  -0.920  3.608  -3.165
C  -0.216  4.703  -3.650
C  1.154  4.620  -3.838
C  1.813  3.432  -3.558
C  1.102  2.331  -3.112
C  -2.227  2.134  -0.989
C  -1.585  3.116  -0.227
C  -2.268  3.872  0.713
C  -3.623  3.658  0.933
C  -4.278  2.684  0.197
C  -3.588  1.940  -0.755
H  0.092  -3.101  -0.715
H  -3.042  -2.923  -1.593
H  -4.632  -2.392  -3.106
H  -5.758  -0.946  -4.754
H  -4.770  1.279  -5.296
H  -2.751  2.018  -4.140
H  -1.973  3.718  -2.944
H  -0.741  5.631  -3.847
H  1.711  5.484  -4.182
H  2.888  3.360  -3.666
H  1.626  1.403  -2.922
H  -0.522  3.307  -0.362
H  -1.731  4.617  1.287
H  -4.155  4.232  1.682
H  -5.332  2.491  0.369
H  -4.136  1.187  -1.308
N  3.844  0.303  -0.516
C  3.254  -0.940  -0.392
N  3.968  -2.053  -0.313
N  3.047  -3.033  -0.231
N  1.864  -2.536  -0.255
N  1.950  -1.194  -0.379
C  3.278  1.535  -0.257
N  3.989  2.653  -0.288
N  3.093  3.623  -0.010
N  1.925  3.123  0.172
N  1.998  1.777  0.021
H  4.849  0.294  -0.530
F  -0.132  2.486  4.643
C  0.500  1.940  3.595
F  -0.073  2.386  2.482
F  1.770  2.335  3.621
S  0.414  0.101  3.668
O  0.977  -0.333  2.409
O  1.090  -0.223  4.883
N  -1.130  -0.182  3.779
S  -1.934  -0.719  2.531
O  -1.678  -0.004  1.291
O  -2.071  -2.139  2.476
C  -3.595  -0.085  3.016
F  -3.598  1.235  3.166
F  -4.474  -0.409  2.063
F  -4.007  -0.639  4.162
N  0.523  -0.902  -4.295
C  -0.017  -0.261  -3.495

Forces on atoms 1 to 3 (eV/Å):
Cd -0.2 -0.3 -0.4
O -0.3 -0.2 -0.1
N -0.1 -0.1 0.0

## Properties
Multiplicity: 1
HOMO-LUMO gap, eV: 7.419
Net charge: -2
Relative energy (zero: lowest compared OMol25 entry of this formula, charge and spin), eV: 1.514
E_LUMO, eV: 4.284
Highest occupied orbital energy, hartree: -0.1152



6.
DFT (ωB97M-V/def2-TZVPD) results for an isolated molecule of C24H17ClF2N2O3S in a non-equilibrium geometry.

CARTESIAN COORDINATES (ANGSTROEM)
C  0.120  -3.535  -3.268
O  -0.660  -3.288  -2.095
C  -1.249  -2.067  -1.954
O  -1.553  -1.304  -2.893
C  -1.334  -1.465  -0.480
C  -1.206  -2.580  0.550
C  0.101  -2.890  1.036
C  0.176  -4.032  1.884
C  -0.873  -4.776  2.231
F  -0.621  -5.939  2.847
C  -2.128  -4.442  1.815
C  -2.373  -3.283  1.006
N  -0.612  -0.192  -0.110
C  0.675  0.178  -0.646
O  1.385  -0.830  -0.959
C  1.219  1.477  -1.175
C  2.569  1.828  -1.394
C  2.963  3.149  -1.902
C  1.976  4.026  -2.310
F  2.517  5.205  -2.773
C  0.614  3.729  -2.169
C  0.245  2.505  -1.645
N  -1.072  2.322  -1.765
C  -1.747  1.950  -0.618
S  -3.329  2.525  -0.506
C  -1.240  1.003  0.496
C  -0.325  1.611  1.534
C  -0.586  2.911  1.999
C  0.336  3.486  2.787
C  1.375  2.740  3.397
Cl  2.457  3.746  4.518
C  1.563  1.410  2.993
C  0.723  0.876  2.051
H  0.262  -4.619  -3.432
H  -0.360  -3.222  -4.185
H  1.104  -3.203  -3.105
H  -2.371  -1.113  -0.431
H  1.029  -2.548  0.721
H  1.114  -4.272  2.361
H  -2.990  -5.021  2.112
H  -3.402  -3.113  0.619
H  3.448  1.130  -1.249
H  4.024  3.533  -2.008
H  -0.128  4.484  -2.454
H  -1.558  2.663  -2.522
H  -2.148  0.759  0.999
H  -1.527  3.354  1.700
H  0.331  4.647  3.005
H  2.272  0.763  3.406
H  0.793  -0.279  1.983

Forces on atoms 1 to 3 (eV/Å):
C -0.9 -1.7 -0.7
O -0.8 1.1 0.9
C 1.4 3.2 -2.3

## Properties
Structure (SMILES): COC(=O)[C@@H](c1ccc(F)cc1)N1C(=O)c2ccc(F)cc2NC(=S)[C@@H]1c1ccc(Cl)cc1
Multiplicity: 1
HOMO-LUMO gap, eV: 8.356
Net charge: 0
Relative energy (zero: lowest compared OMol25 entry of this formula, charge and spin), eV: 1.392
E_LUMO, eV: -0.370
Highest occupied orbital energy, hartree: -0.3207



no.,DFT total energy (eV)
1,-119740.649
2,-40686.925
3,-122401.470
4,-60453.139
5,-105110.699
6,-63075.600